The following is a DFT calculation (wB97M-V/def2-TZVPD) of a cluster of 6 separate species, C18H45BClN3O7P in total at a distorted geometry.

Geometry as XYZ:
```
76
Properties=species:S:1:pos:R:3:mulliken_charge:R:1
C 2.30 -2.98 -2.90 -0.97
C 0.94 -2.54 -2.17 0.32
C -0.35 -2.42 -3.14 -0.63
N -0.97 -1.07 -3.16 -0.24
C -1.92 -0.84 -2.06 0.36
Cl -3.45 -1.88 -2.18 -0.23
C -1.39 -0.74 -0.53 -0.47
O -1.12 0.68 -0.33 -0.63
B -2.12 1.48 -1.10 0.48
C -1.60 2.76 -1.98 -0.58
C -1.31 4.10 -1.14 -0.55
C 0.23 4.22 -0.64 -0.35
C 0.30 5.53 0.29 -0.46
N 0.95 5.29 1.62 0.21
C 1.01 4.08 2.42 -0.32
C 1.81 4.43 3.69 -0.34
C 2.21 5.94 3.63 -0.65
C 1.61 6.42 2.27 -0.28
P -3.81 1.58 -0.17 0.62
N -3.81 2.52 1.15 -0.99
O -2.45 0.49 -2.20 -0.52
H 2.26 -2.93 -4.05 0.31
H 2.56 -4.03 -2.51 0.18
H 3.13 -2.29 -2.50 0.25
H 1.05 -1.51 -1.65 0.13
H 0.64 -3.27 -1.32 -0.12
H 0.02 -2.64 -4.21 0.36
H -1.10 -3.26 -2.89 0.21
H -0.27 -0.31 -3.25 0.32
H -0.61 -1.47 -0.15 0.24
H -2.33 -1.08 0.06 0.22
H -2.39 3.01 -2.76 0.18
H -0.62 2.44 -2.52 0.05
H -1.45 4.98 -1.88 0.26
H -2.06 4.30 -0.29 0.27
H 0.87 4.39 -1.58 0.26
H 0.62 3.27 -0.15 0.20
H 0.83 6.43 -0.18 0.28
H -0.78 5.89 0.52 0.27
H 0.54 3.07 2.11 0.35
H 2.05 3.70 4.54 0.39
H 2.78 6.52 4.42 0.29
H 1.70 7.49 1.88 0.28
H -4.07 0.23 0.31 -0.03
H -4.80 1.93 -1.15 -0.19
H -2.87 2.93 1.23 0.24
C -1.10 -5.64 -0.83 -0.37
O -2.48 -5.40 -0.60 -0.58
H -0.86 -6.66 -0.52 0.22
H -0.88 -5.53 -1.89 0.19
H -0.50 -4.94 -0.24 0.22
H -2.66 -4.49 -0.88 0.31
C 1.77 -8.36 -0.64 -0.58
O 1.22 -7.29 -1.39 -0.42
H 1.45 -8.25 0.40 0.21
H 1.40 -9.31 -1.03 0.28
H 2.86 -8.33 -0.69 0.27
H 1.51 -7.41 -2.31 0.26
C -7.34 0.28 -1.39 -0.42
O -6.79 -0.81 -0.66 -0.49
H -8.32 0.52 -0.98 0.25
H -6.69 1.15 -1.30 0.16
H -7.45 0.00 -2.44 0.22
H -5.92 -1.00 -1.05 0.28
C 4.52 2.25 4.54 -0.57
O 4.75 3.58 4.10 -0.49
H 3.79 1.78 3.88 0.20
H 5.46 1.68 4.50 0.28
H 4.14 2.26 5.56 0.30
H 5.40 3.97 4.70 0.27
C 5.30 -1.59 2.82 -0.53
O 4.49 -0.84 3.71 -0.47
H 6.35 -1.38 3.02 0.21
H 5.12 -2.66 2.97 0.25
H 5.07 -1.32 1.79 0.26
H 3.57 -1.05 3.50 0.28
```

Calculated values
E (eV): -60681.38911
F_max (eV/Å): 5.53
HOMO level (eV): -4.48
Spin multiplicity: 1
Kohn-Sham gap (eV): 6.44
Charge: -1
M (g mol⁻¹): 492.81

The following is a DFT calculation (wB97M-V/def2-TZVPD) of a structure of composition C9H26Mn2O11S3 at a distorted geometry.

Geometry as XYZ:
```
51
Properties=species:S:1:pos:R:3:lowdin_spin:R:1
Mn 3.51 -0.38 -1.40 4.80
Mn 0.88 -0.68 -3.24 4.78
O 1.52 0.02 -1.35 0.16
H 0.64 0.03 -0.93 0.01
O 2.87 -1.21 -3.27 0.11
H 3.10 -1.73 -4.06 0.01
O 2.60 -4.45 -0.20 0.00
S 2.66 -3.22 0.53 0.01
O 3.18 -2.01 -0.03 0.04
O 1.14 -3.02 1.03 0.00
C 0.68 -1.72 1.37 0.00
C -0.63 -1.53 0.62 0.00
C 3.40 -3.49 2.20 0.00
H 1.33 -0.87 1.13 0.00
H 0.54 -1.86 2.44 0.00
H -1.11 -0.55 0.68 0.00
H -1.35 -2.34 0.80 0.00
H -0.26 -1.58 -0.40 0.00
H 4.45 -3.54 1.89 0.00
H 2.99 -4.46 2.50 0.00
H 3.20 -2.67 2.90 0.00
O 1.54 0.66 2.79 0.00
S 0.72 1.85 2.48 0.00
O -0.69 1.85 2.11 0.00
O 0.91 2.98 3.73 0.00
C 2.19 3.37 4.05 0.00
C 1.84 4.00 5.35 0.00
C 1.59 2.86 1.09 0.00
H 2.64 4.01 3.29 0.00
H 2.77 2.46 4.22 0.00
H 1.08 4.76 5.22 0.00
H 2.76 4.34 5.83 0.00
H 1.41 3.22 5.98 0.00
H 1.04 3.80 1.10 0.00
H 1.36 2.47 0.10 0.00
H 2.60 2.96 1.47 0.00
O -3.19 0.07 -1.28 0.00
S -2.56 0.04 -2.58 0.01
O -1.10 -0.23 -2.81 0.05
O -3.34 -1.00 -3.51 0.00
C -4.74 -1.00 -3.35 0.00
C -5.35 -1.90 -4.34 0.00
C -2.99 1.67 -3.46 0.00
H -5.13 0.00 -3.58 0.00
H -5.08 -1.28 -2.36 0.00
H -4.89 -2.89 -4.28 0.00
H -5.13 -1.55 -5.34 0.00
H -6.41 -2.15 -4.25 0.00
H -2.86 1.51 -4.53 0.00
H -2.33 2.42 -3.03 0.00
H -4.03 1.95 -3.29 0.00
```

Calculated values
E (eV): -127406.30680
F_max (eV/Å): 6.26
HOMO level (alpha / beta) (eV): -15.48 / -15.48
Spin multiplicity: 11
Kohn-Sham gap (alpha / beta) (eV): 7.72 / 7.60
Expectation value of S²: 30.0066
Charge: +2
M (g mol⁻¹): 516.37

The following is a DFT calculation (wB97M-V/def2-TZVPD) of an isolated molecule of C3H7IN2O at a distorted geometry.

Geometry as XYZ:
```
14
Properties=species:S:1:pos:R:3:mulliken_charge:R:1
C 1.85 1.04 -1.88 -0.09
N 1.09 0.66 -0.94 -0.30
C 0.15 1.31 -0.16 -0.46
I -0.12 3.62 -0.95 -0.16
N -1.06 0.63 -0.04 -0.20
O -1.47 0.04 1.20 -0.27
C -1.30 -1.40 1.04 -0.44
H 2.57 0.21 -2.33 0.22
H 1.84 2.04 -2.40 0.14
H 0.54 1.41 0.81 0.61
H -1.84 0.91 -0.66 0.25
H -1.66 -1.73 2.07 0.22
H -0.27 -1.64 0.74 0.25
H -1.92 -1.89 0.23 0.23
```

Calculated values
E (eV): -16349.08045
F_max (eV/Å): 2.56
HOMO level (eV): -8.98
Spin multiplicity: 1
Kohn-Sham gap (eV): 8.92
SMILES: C=N[C@@H](I)NOC
Charge: 0
M (g mol⁻¹): 214.01

Among the records above, which one has the highest M?
C9H26Mn2O11S3

Which value of spin multiplicity does entry 1 give?
1

Look up the M of the third one.
214.01 g mol⁻¹